The following is a quantum chemistry calculation of a cluster of 2 separate species, CH5N3O3 in total, from OMol25.

Geometry as XYZ:
```
12
Properties=species:S:1:pos:R:3:forces:R:3:mulliken_charge:R:1
N -0.602314 1.978252 1.879965 -3.294 2.009 0.773 -0.315
N 0.249549 1.411410 1.084605 2.052 0.647 -0.288 -0.324
N 0.211316 0.341774 0.561284 0.452 -3.218 -2.401 0.121
O -0.980702 -0.521181 0.519115 0.629 0.902 0.721 -0.457
H -1.555838 1.567594 1.882140 0.627 0.417 -0.049 0.259
H -0.587837 3.022240 1.712270 -0.061 -1.841 0.580 0.289
H -0.657979 -1.245975 -0.098085 -0.301 1.004 0.576 0.457
O -0.128295 -2.178108 -1.580225 -1.695 -0.312 1.741 -0.552
C 0.936162 -1.920352 -2.024440 -0.302 -1.660 -3.496 0.225
O 1.868164 -1.159635 -1.658032 3.847 2.905 3.408 -0.388
H 1.260167 -2.313666 -3.026006 -0.432 -0.039 0.451 0.311
H 2.002588 -0.790158 -0.703416 -1.523 -0.814 -2.015 0.374
```
Forces are in eV/Å.

Results
- SMILES = N/N=N\O.O=CO
- total charge = 0
- ΔE to the lowest compared entry with this formula, charge and spin (eV) = 1.2320
- maximum force (eV/A) = 5.90
- LUMO level (eV) = 0.90
- Kohn-Sham gap (eV) = 10.37
- HOMO level (eV) = -9.47

***

The following is a quantum chemistry calculation of an isolated molecule of C18H24N4O4S2, from OMol25.

Geometry as XYZ:
```
52
Properties=species:S:1:pos:R:3:forces:R:3:mulliken_charge:R:1
C -5.988388 -3.192762 -0.080952 0.266 0.221 0.080 -0.912
S -5.461451 -1.504196 0.309393 -0.453 0.083 -0.012 0.014
C -3.749523 -1.768158 0.278130 0.151 -0.002 -0.007 0.397
N -3.151500 -2.889224 -0.031434 -1.109 -0.099 -0.036 -0.555
N -1.838986 -2.680779 0.078416 1.313 0.254 0.077 -0.581
C -1.628374 -1.438586 0.441198 -0.504 -0.270 -0.133 0.002
C -0.299659 -0.895779 0.662849 0.459 0.269 0.087 0.976
C 0.697600 -1.804373 1.037252 0.031 0.115 0.030 -0.860
C 1.988896 -1.371658 1.257599 -0.068 -0.125 0.025 -0.615
C 2.287121 -0.029724 1.103125 0.456 0.283 -0.030 -0.213
S 3.970794 0.501915 1.379114 -0.034 -0.243 -0.288 1.447
O 4.452816 -0.050190 2.609837 0.011 -0.268 -0.018 -0.750
O 4.059972 1.923259 1.187988 -0.214 -0.044 -0.196 -0.712
N 4.743403 -0.325445 0.128052 -0.599 0.282 0.793 0.066
C 6.165118 -0.524639 0.342006 0.513 -0.175 0.123 -0.552
C 6.687421 -1.440539 -0.764777 -0.064 0.076 0.318 -0.616
O 6.442352 -0.884888 -2.036863 0.176 0.086 -0.107 -0.379
C 5.068149 -0.664309 -2.240502 -0.359 0.122 0.108 -0.732
C 4.485809 0.262435 -1.169919 0.009 0.107 -0.632 -0.414
C 1.322281 0.878509 0.717743 0.163 0.191 0.044 -0.570
C 0.024151 0.450939 0.491274 -0.020 -0.250 0.056 -0.282
N -2.839276 -0.799301 0.592944 0.007 -0.908 -0.165 0.277
C -3.152433 0.542742 0.987581 0.031 0.606 -0.065 -1.978
C -3.281086 1.487520 -0.233253 -0.036 -0.372 -0.082 0.742
C -4.726770 1.890061 -0.570810 0.147 0.141 -0.037 -0.884
C -4.601458 3.378463 -0.893831 0.231 -0.021 0.118 -0.598
C -3.452263 3.783129 0.024717 -0.261 0.328 -0.045 -0.571
O -2.556785 2.686730 0.001617 0.130 -0.081 0.075 -0.418
H -5.653303 -3.857327 0.708409 -0.032 -0.102 -0.028 0.304
H -7.071612 -3.175649 -0.142052 -0.058 0.040 0.004 0.371
H -5.546416 -3.483599 -1.027848 -0.047 -0.101 -0.024 0.257
H 0.428834 -2.843321 1.143295 0.014 -0.083 0.043 0.478
H 2.772541 -2.048418 1.556738 0.035 -0.190 0.026 0.467
H 6.288784 -0.973703 1.326866 0.189 -0.034 -0.072 0.420
H 6.701449 0.434824 0.309864 0.039 -0.093 0.008 0.322
H 7.768697 -1.561777 -0.688359 -0.090 -0.030 0.087 0.354
H 6.197054 -2.421929 -0.685386 0.066 0.042 0.021 0.336
H 4.973872 -0.216530 -3.230964 -0.094 -0.034 0.088 0.350
H 4.526798 -1.622259 -2.214475 0.020 0.071 -0.051 0.349
H 3.405612 0.358214 -1.292332 0.016 0.034 -0.191 0.373
H 4.944537 1.258874 -1.241175 -0.069 -0.080 -0.050 0.295
H 1.599993 1.914177 0.599871 -0.023 0.136 -0.053 0.509
H -0.707351 1.171431 0.163821 -0.066 0.079 -0.018 0.508
H -2.357148 0.915042 1.637835 -0.147 -0.045 -0.051 0.539
H -4.088221 0.515304 1.554182 0.157 0.018 0.040 0.630
H -2.809335 0.992132 -1.095025 -0.068 0.018 0.166 0.468
H -5.127017 1.306235 -1.395594 -0.050 -0.060 0.028 0.350
H -5.371954 1.745383 0.296116 -0.047 -0.026 0.022 0.349
H -5.513414 3.934615 -0.694228 -0.058 0.047 -0.035 0.373
H -4.313746 3.521590 -1.935594 -0.015 0.047 -0.019 0.276
H -2.903347 4.663137 -0.311589 -0.067 -0.007 0.058 0.327
H -3.813239 3.952386 1.049141 0.024 0.047 -0.077 0.268
```
Forces are in eV/Å.

Results
- SMILES = CSc1nnc(-c2ccc(S(=O)(=O)N3CCOCC3)cc2)n1C[C@H]1CCCO1
- total charge = 0
- ΔE to the lowest compared entry with this formula, charge and spin (eV) = 1.2211
- maximum force (eV/A) = 1.34
- LUMO level (eV) = 0.18
- Kohn-Sham gap (eV) = 8.57
- HOMO level (eV) = -8.39

***

> LUMO level of number 2 (C18H24N4O4S2)?

0.18 eV